No. 1
The following is a DFT calculation (ωB97M-V/def2-TZVPD) of an isolated ion of composition C10H13N2O2 and charge +1.

CARTESIAN COORDINATES (ANGSTROEM)
C: 1.845 2.841 -0.485
C: 0.876 1.834 -1.090
C: 3.011 2.851 -1.153
C: 1.872 1.314 -2.183
C: 1.404 0.214 0.803
C: 0.603 -0.849 1.525
C: -0.809 -0.781 0.781
C: -2.065 -0.326 1.613
C: -1.287 -2.047 -0.129
C: 1.597 0.461 -3.186
N: 0.512 0.817 -0.131
N: -0.648 0.256 -0.176
O: 2.528 0.563 0.848
O: 3.040 1.890 -2.090
H: 1.641 3.503 0.302
H: 0.033 2.088 -1.736
H: 4.007 3.312 -1.218
H: 0.964 -1.908 1.385
H: 0.328 -0.468 2.560
H: -1.980 0.600 2.280
H: -2.436 -1.201 2.243
H: -2.943 -0.121 0.837
H: -2.293 -2.451 -0.093
H: -0.719 -2.938 0.246
H: -1.030 -1.817 -1.226
H: 0.613 -0.055 -3.133
H: 2.262 -0.077 -3.883

## Properties
frontier orbital gap	6.105	eV
charge	+1
spin multiplicity	1
energy above the lowest of the compared OMol25 structures with the same formula, charge and spin	92.9	kcal per mole
E_LUMO	-6.13	eV
SMILES string	C=C1OC=C[C@@H]1[N+]1=NC(C)(C)CC1=O

In the Mulliken picture, each atom carries the following charge in e: -1.08, 0.17, -0.11, 0.34, 0.26, -0.42, 1.02, -1.44, -1.15, -0.88, 1.06, -0.83, -0.34, -0.40, 0.48, 0.55, 0.46, 0.36, 0.33, 0.36, 0.38, 0.39, 0.37, 0.33, 0.28, 0.20, 0.33

No. 2
The following is a DFT calculation (ωB97M-V/def2-TZVPD) of a 2-piece molecular cluster, C10H13N2O2S overall.

CARTESIAN COORDINATES (ANGSTROEM)
C: 1.654 0.440 -0.828
C: 1.597 -0.886 1.186
C: 3.037 0.064 -1.006
C: 2.949 -1.164 1.077
C: 1.006 0.015 0.293
C: 3.722 -0.674 -0.066
C: -1.756 -2.083 -1.028
C: -0.402 0.241 0.203
C: -0.272 2.606 0.371
C: -2.335 1.539 0.095
N: 5.180 -0.960 0.011
N: -0.965 1.370 0.259
O: 6.036 -0.237 -0.409
O: 5.323 -1.944 0.650
S: -1.453 -3.681 -0.956
H: 1.095 1.121 -1.563
H: 1.091 -1.280 2.006
H: 3.700 0.402 -1.795
H: 3.503 -1.610 1.824
H: -2.692 -1.397 -1.136
H: -0.784 3.431 -0.251
H: -0.441 3.041 1.360
H: 0.670 2.693 -0.041
H: -2.477 2.001 -0.978
H: -2.718 0.470 0.250
H: -2.911 2.078 0.823
H: -1.044 -0.721 -0.274
H: -2.609 -4.530 -0.891

## Properties
frontier orbital gap	8.161	eV
charge	+1
spin multiplicity	1
energy above the lowest of the compared OMol25 structures with the same formula, charge and spin	103.8	kcal per mole
E_LUMO	-4.33	eV

In the Mulliken picture, each atom carries the following charge in e: -0.34, -0.98, -0.87, -0.30, 0.98, 0.18, -0.38, 0.96, -1.03, -0.89, 0.89, 0.28, -0.53, -0.54, -0.06, 0.42, 0.53, 0.40, 0.55, 0.19, 0.36, 0.36, 0.49, 0.36, 0.24, 0.35, -0.82, 0.18

No. 3
The following is a DFT calculation (ωB97M-V/def2-TZVPD) of C10H13N2O5RhS as an isolated structure.

CARTESIAN COORDINATES (ANGSTROEM)
O: 3.485 -3.753 3.623
C: 3.165 -3.379 2.587
Rh: 1.634 -1.923 -1.954
C: 0.907 -0.687 -3.145
O: 0.405 0.135 -3.797
C: 2.112 -3.538 -4.790
O: 2.487 -4.381 -5.461
C: 0.026 -2.782 -1.406
O: -0.994 -3.217 -1.062
C: 3.495 -1.533 -2.097
O: 4.601 -1.185 -2.149
H: 1.528 -1.073 -0.467
C: -2.216 3.176 -0.632
C: -1.779 1.733 -0.583
N: -0.310 1.660 -0.404
C: 0.291 0.759 0.377
S: 1.947 0.391 0.087
N: -0.396 0.174 1.402
C: -0.884 1.074 2.490
C: -1.621 0.262 3.536
H: -1.800 3.745 0.206
H: -3.309 3.228 -0.571
H: -1.906 3.654 -1.563
H: -2.232 1.179 0.243
H: -2.034 1.215 -1.524
H: 0.267 2.033 -1.163
H: 0.117 -0.619 1.799
H: -0.007 1.580 2.947
H: -1.526 1.830 2.035
H: -1.050 -0.594 3.882
H: -1.818 0.913 4.401
H: -2.586 -0.077 3.152

## Properties
frontier orbital gap (spin up / spin down)	5.875 / 5.393	eV
charge	+2
spin multiplicity	5
energy above the lowest of the compared OMol25 structures with the same formula, charge and spin	0.0	kcal per mole
E_LUMO (spin up / spin down)	-8.19 / -12.45	eV

In the Mulliken picture, each atom carries the following charge in e: -0.15, 0.15, -0.12, 0.33, -0.23, 0.15, -0.11, 0.40, -0.20, 0.35, -0.19, 0.28, -1.19, -0.54, 0.01, 0.26, 0.11, -0.17, -0.18, -1.24, 0.34, 0.36, 0.40, 0.37, 0.36, 0.35, 0.43, 0.34, 0.20, 0.38, 0.38, 0.34